This record from the Open Molecules 2025 dataset describes 8 unconnected molecules or ions with the total composition C35H84N2O9 at a distorted geometry. The level of theory is ωB97M-V with the def2-TZVPD basis set.

Calculated values
* Kohn-Sham gap: 8.89 eV
* total charge: 0
* lowest unoccupied orbital energy: 0.4730 eV
* HOMO energy: -8.42 eV
* structure (SMILES): CC1(C)CCCC(C)(C)N1O.CC1(C)CCCC(C)(C)N1O.CC(C)O.CC(C)O.CC(C)O.CC(C)O.CC(C)O.OCCO

Geometry (Å):
C -0.012 -3.018 3.647
C 1.161 0.881 5.353
C 4.179 1.654 -5.870
H -4.536 -2.961 3.292
H 2.318 3.596 -6.849
H -2.028 -3.893 -0.077
H -1.860 -1.001 2.817
H -3.354 2.928 3.051
H -0.541 1.683 4.262
C -0.487 0.208 -0.219
H -2.165 2.023 2.080
C -0.609 4.679 1.309
O -0.207 -1.125 -0.447
C -3.241 -3.237 1.534
C 2.978 1.726 -3.162
H -4.468 -2.470 0.029
H 4.419 2.031 -6.869
H -4.280 -1.313 1.390
H 2.833 3.236 -1.707
H 3.146 1.046 -1.103
H 4.610 -0.351 2.586
C 2.478 3.087 -2.745
H 0.364 -1.454 -2.420
H 0.118 0.966 7.239
H -4.245 -4.668 2.883
C 4.110 -1.730 0.494
H 3.686 -3.540 3.399
H 3.396 -2.315 -0.096
O 0.472 -1.378 -3.392
O -4.277 3.434 0.575
C 3.976 -3.399 2.359
H 4.756 0.624 -3.467
H -3.666 -4.574 -0.006
C -4.274 2.218 1.321
H -2.685 -1.812 -4.378
H 2.829 3.888 -5.215
C 2.606 0.803 -2.019
H 4.435 0.589 -5.860
O -2.382 -1.772 3.135
O 4.528 -1.256 2.908
C -0.918 -4.939 2.104
C -5.618 2.266 2.032
C 2.682 1.788 -5.687
H -1.045 -2.455 -6.076
H 6.006 2.299 -4.902
C -1.575 5.914 -0.612
H -0.035 3.797 1.597
C 0.311 0.250 6.432
H 0.756 -3.727 3.973
H -6.415 2.389 1.290
H -2.952 -1.603 0.251
C -2.111 -5.504 1.378
H 5.131 -2.075 0.325
H 2.101 1.287 5.770
H -0.056 5.579 1.597
C -1.258 -3.780 3.076
H -1.521 0.455 0.087
H -1.705 5.949 -1.698
H 2.646 -1.687 2.067
H -1.598 4.667 1.792
H 0.189 2.812 5.395
H -0.226 -4.481 1.367
H 1.531 0.880 -1.806
H -0.650 -0.043 5.989
C -2.766 -4.370 0.597
H 0.046 1.791 1.000
H 4.663 3.403 -4.678
C -4.381 -3.666 2.484
N 2.368 1.178 -4.372
H 3.372 -4.102 1.786
H -5.612 3.168 2.644
H -0.155 -0.920 -5.876
H 1.344 0.543 0.847
C 0.262 0.726 0.949
H -0.602 -1.661 0.263
H 0.420 -2.395 2.868
H 5.018 -3.700 2.281
H -2.844 -4.914 4.143
H 5.082 2.111 -2.586
H 2.169 -0.646 4.404
C 3.722 -1.939 1.959
H 2.816 3.920 -3.337
C 0.424 2.045 4.655
O 1.406 -0.062 4.300
H -1.869 -0.318 -3.889
H -1.301 -4.731 4.974
C 4.501 1.697 -3.418
C 2.207 3.252 -5.818
C -0.609 -2.067 -4.060
H 4.040 -0.677 0.173
H -2.528 5.932 -0.091
H 1.386 3.080 -2.695
H 2.309 1.273 -7.679
H -2.397 -3.367 4.896
H -5.827 1.372 2.641
C -0.238 -1.954 -5.540
H -1.484 3.335 -1.412
C 4.925 2.340 -4.752
O 0.964 1.334 -4.178
C 1.898 1.002 -6.697
C -1.937 -1.398 -3.701
H 0.788 -0.627 6.868
H 0.663 0.397 -4.079
H -0.281 0.715 -1.149
C -2.022 -4.226 4.339
H -4.247 1.335 0.653
O -1.333 3.453 -0.458
H -2.843 -5.854 2.102
H 1.165 3.340 -5.515
H -1.026 6.804 -0.292
H 0.692 -2.491 -5.712
H 0.186 4.729 -0.626
H 2.011 -0.057 -6.490
H 0.476 0.118 2.823
H 0.846 1.313 -6.664
H -1.880 -6.377 0.753
H -2.221 -1.575 -2.664
C -3.780 -2.074 0.788
H -5.312 -3.692 1.900
C -0.799 4.748 -0.144
C -3.210 2.070 2.403
H -3.437 1.164 2.970
H -0.303 -5.609 2.705
H 2.853 -0.220 -2.272
O -0.246 0.132 2.156
H 0.976 2.491 3.832
N -2.012 -2.817 2.267
H -3.390 3.612 0.207
H -0.616 -3.129 -3.766
H -0.239 -2.361 4.477

=====

This record from the Open Molecules 2025 dataset describes 10 unconnected molecules or ions with the total composition C35H85BIN2O12 at a distorted geometry. The level of theory is ωB97M-V with the def2-TZVPD basis set.

Calculated values
* Kohn-Sham gap: 7.07 eV
* total charge: +1
* energy above the lowest of the compared OMol25 structures with the same formula, charge and spin: 0.0 kcal/mol
* lowest unoccupied orbital energy: -4.0802 eV
* HOMO energy: -11.15 eV

Geometry (Å):
C 6.063 6.481 6.493
I 5.514 -3.576 -1.361
H -2.368 2.431 -3.170
H -9.009 -2.676 -1.399
H -6.711 3.817 6.015
C -1.161 1.740 1.138
H 5.688 0.941 4.134
O 4.751 4.457 6.495
H -1.079 -1.461 4.959
H 6.174 -9.198 -2.981
O 0.278 0.757 -4.906
H 4.872 6.709 3.996
O -7.483 0.133 -0.339
H -5.349 2.855 6.615
H -7.296 -2.466 -0.991
C 0.822 1.767 -5.773
H 4.739 -6.153 -5.113
H -1.018 2.895 -5.887
C 4.561 -5.565 -4.215
C -2.564 3.781 0.777
H 2.033 3.553 -5.586
H -1.769 3.198 3.159
H -5.122 4.562 6.265
H 6.168 4.854 5.093
H 3.211 0.833 4.060
H -5.325 4.162 2.523
H 2.693 -4.728 -4.712
N 1.666 -1.460 -3.286
H -3.381 3.887 4.707
C -5.635 3.656 5.932
C -5.238 3.310 4.507
C 4.397 5.997 4.674
C 5.404 5.403 5.647
C -1.401 -0.428 4.798
H -1.272 1.436 0.094
H -2.614 4.866 0.893
H -1.440 0.078 5.763
H 4.223 -9.095 -0.794
C -1.234 3.251 1.284
H 5.145 -10.529 -1.219
C 3.707 -1.319 -2.412
H 2.387 2.301 -4.383
H -0.641 0.054 4.182
H 0.215 -3.256 -4.671
H 1.986 1.968 2.212
O -4.443 3.107 -1.649
H -6.700 -0.320 -0.008
H -0.205 1.365 1.509
H -4.789 -1.034 4.425
H 1.503 1.258 -6.455
H 5.010 1.361 -1.109
H -9.664 -2.043 1.020
O 6.092 -0.440 -2.646
H -0.417 3.715 0.727
H 5.044 -4.601 -4.371
H 3.374 -10.587 -1.233
H -5.107 5.349 3.800
C -3.827 -1.064 4.940
C 5.950 -0.656 -4.055
H -3.391 3.359 1.353
C 4.241 -9.962 -1.455
H 6.589 7.207 5.871
H -3.802 1.185 -1.566
C -5.621 4.420 3.540
H 3.598 6.512 5.214
H -4.850 3.714 -2.276
C -8.198 -1.949 -1.330
C 4.283 -10.722 -3.848
H 4.294 -10.394 -4.889
O 5.380 -8.683 -3.158
H 2.569 -6.352 -4.073
H -1.943 1.253 1.726
H 0.087 3.175 -7.244
H -2.409 -1.952 2.970
C -5.610 1.289 -2.721
H -0.329 1.190 -4.295
H -3.036 0.645 3.909
H -5.499 0.313 -3.200
C 2.952 2.345 2.551
H 0.931 3.274 -4.226
H -7.992 -1.561 -2.329
H 5.071 -6.062 -3.396
H -0.847 1.674 -7.140
H 2.779 3.172 3.240
H -6.696 4.602 3.554
C 3.852 -2.721 -2.250
C 3.760 1.238 3.209
H -3.752 2.721 -4.216
H -3.153 1.066 -3.994
O -2.658 -1.034 2.826
C -3.328 2.020 -3.492
H -9.080 -0.511 1.691
H -5.722 2.379 4.206
C -2.752 -0.391 4.102
H 5.156 -0.036 -4.469
O -3.827 3.074 4.443
C -8.835 -1.335 1.020
H -7.952 -1.833 1.430
H 3.472 2.729 1.667
C 2.792 -3.486 -2.688
H -6.266 1.181 -1.858
H 0.609 -4.576 -3.509
O -1.054 3.604 2.655
C -0.300 2.419 -6.561
H 0.849 -0.988 -3.675
H 4.401 0.515 1.515
H 3.418 -11.368 -3.697
H -0.358 -3.166 -3.029
H 5.785 -1.708 -4.301
C 0.473 -3.514 -3.645
H 6.869 -0.365 -4.554
C 1.701 -2.765 -3.182
H -6.109 1.965 -3.422
C -8.552 -0.814 -0.381
H -2.713 3.536 -0.271
H 3.362 -8.923 -3.117
H 6.776 6.038 7.189
H 3.928 5.211 4.081
H 5.316 7.011 7.090
H 4.073 4.928 6.990
C 1.590 2.787 -4.949
O 2.773 -4.822 -2.633
H 5.703 2.115 2.828
C 3.084 -5.405 -3.948
C 5.114 1.746 3.675
N 2.685 -0.692 -2.921
C 4.249 -9.525 -2.911
C -4.262 1.852 -2.299
H 5.004 2.554 4.401
H -3.936 -0.577 5.910
B 4.930 -0.367 -1.934
H -3.583 -2.118 5.106
H -9.425 -0.281 -0.756
H 5.189 -11.311 -3.686
O 4.818 0.451 -0.856
O 3.929 0.166 2.279

=====

This record from the Open Molecules 2025 dataset describes 9 unconnected molecules or ions with the total composition C35H86BrO9 at a distorted geometry. The level of theory is ωB97M-V with the def2-TZVPD basis set.

Calculated values
* Kohn-Sham gap: 3.73 eV
* total charge: -1
* lowest unoccupied orbital energy: 2.0138 eV
* HOMO energy: -1.71 eV

Geometry (Å):
O 3.258 2.371 3.649
C 4.590 6.142 -0.595
H -1.495 5.247 7.941
H -1.956 -8.114 -0.853
H 5.458 -1.868 0.253
H -2.994 3.963 4.725
H -5.082 -8.604 -2.822
H -6.942 3.323 -6.528
H 5.849 -3.306 -0.685
H -5.730 -1.274 -3.142
O 4.752 -1.345 -2.320
H 0.505 -2.858 2.841
C -4.360 -8.456 -2.017
H 4.348 0.415 5.292
C 0.481 -2.660 0.672
H 5.264 5.768 -1.368
H -0.301 2.896 -1.740
H 2.345 2.409 -0.666
H 6.665 -2.131 -2.342
C 3.990 0.603 2.110
H -7.956 2.088 -4.539
C -1.472 -6.267 -1.883
O -3.458 -6.730 -0.514
C -2.044 3.038 6.425
H -8.438 2.489 -6.951
H -1.518 4.782 5.233
C 3.521 1.011 5.681
H -4.496 -3.285 -1.323
H -0.791 4.272 9.226
H 4.725 2.603 2.282
H -5.115 4.159 -3.323
H -1.731 2.164 -1.043
H 5.111 -3.935 -3.256
O -0.046 1.101 -0.732
H -7.857 0.601 -5.458
H 2.260 7.293 0.255
C 4.106 -2.207 -1.393
H -2.184 -3.069 -1.665
H -4.639 -9.092 -1.175
H 1.054 0.022 -2.107
H 0.979 3.457 7.687
H -1.574 -6.764 0.195
H -5.068 -3.963 -2.923
O 1.669 -3.380 0.369
C -4.337 -6.996 -1.595
H -1.574 -5.191 -1.725
H -1.408 3.249 4.374
H 2.139 -4.182 2.222
C 4.356 1.817 2.944
H 4.467 -3.333 0.409
C -2.556 -2.210 -2.266
H 0.691 -5.887 0.119
C -7.407 2.340 -6.621
H 3.620 -0.220 2.724
H 4.787 7.161 1.319
C 1.205 0.669 -1.235
H 2.359 4.333 1.035
H 3.301 -1.627 -0.944
H -1.781 1.946 -3.510
O -3.622 -2.528 -3.119
H 2.138 0.676 4.046
C 5.023 -2.710 -0.292
H 3.124 1.395 -1.897
H 1.289 6.005 -0.451
Br -6.347 -1.332 -0.617
C 1.943 -4.499 1.192
H 6.349 -3.465 -4.422
C -0.565 4.806 8.301
C -1.159 1.281 -2.907
H 3.205 0.855 1.394
H -1.705 -1.873 -2.896
C -6.014 -2.094 -2.441
H -4.102 -6.345 -2.443
O -0.767 2.747 6.972
C -5.250 2.409 -4.576
C -2.092 -7.033 -0.726
H 1.643 0.040 -0.457
C 0.848 -5.550 1.145
H 6.079 6.020 0.963
C 5.414 6.764 0.520
H -2.788 -1.361 -1.584
H 1.801 2.093 5.016
C -1.987 3.804 5.115
C 2.860 5.283 0.841
H -5.033 2.953 -5.503
C -0.810 1.938 -1.583
H -0.411 -6.509 -1.975
H -4.299 2.005 -4.224
H -2.525 2.075 6.252
H 3.952 6.891 -1.075
H -6.766 3.779 -3.821
O -6.073 1.292 -4.844
H -0.103 -5.163 1.512
C 2.168 1.797 -1.554
C -7.378 1.569 -5.311
H 3.629 -3.040 -1.918
H 1.784 2.457 -2.334
C 2.611 1.512 4.572
H 0.321 4.398 6.365
H 3.953 1.852 6.228
H 0.426 -1.842 -0.047
H 3.363 5.563 1.773
H -5.332 -6.707 -1.254
H 1.088 6.439 1.259
H 2.960 0.388 6.379
H -2.660 3.565 7.161
H 5.174 1.586 3.637
O 3.816 5.033 -0.179
H -0.455 -1.508 2.233
H -6.866 1.794 -7.397
H 0.126 5.620 8.527
H -0.268 1.039 -3.490
H -3.386 -8.794 -2.375
C 5.844 -1.897 -3.030
H -1.951 -6.504 -2.833
H 6.210 -1.107 -3.689
H -5.983 2.798 -2.585
H 6.019 7.585 0.130
H 1.317 -1.419 2.228
C -4.762 -3.042 -2.376
C 1.815 6.316 0.454
H 4.861 0.244 1.559
H 2.873 -4.933 0.820
C 0.050 3.863 7.281
H -0.397 -3.288 0.492
H 1.118 -6.410 1.761
C -5.813 3.341 -3.517
C 0.460 -2.081 2.075
C 5.477 -3.110 -3.868
H 4.690 -2.856 -4.581
H -1.702 0.350 -2.736